# C39H78BClIN3O11P2

6 unconnected molecules or ions with the total composition C39H78BClIN3O11P2 at a distorted geometry (ωB97M-V with the def2-TZVPD basis set, the OMol25 dataset).

The geometry in XYZ format:
```
136
Properties=species:S:1:pos:R:3:lowdin_charge:R:1
C 1.20330 -0.18741 4.62548 -0.028
C 2.30914 -0.43587 3.64842 -0.367
N 3.47650 -0.10028 4.02745 0.128
C 2.18270 -1.03937 2.23323 -0.068
C 0.92708 -1.67389 1.59953 -0.238
O 1.14047 -1.93546 0.18059 -0.243
C 2.41624 -2.18521 -0.30976 -0.410
P 2.14182 -2.71481 -2.02327 0.743
N 1.58702 -1.57734 -2.95176 -0.266
B 0.74960 -3.15555 2.23162 -0.533
N 0.37230 -4.29134 1.38833 0.179
O 0.94979 -3.32616 3.60207 0.134
C -0.40988 -0.84029 1.64666 -0.325
C -1.30498 -1.30062 2.81469 -0.119
C -2.23857 -2.49758 2.61264 -0.128
C -3.19684 -2.67442 3.81414 -0.363
C -2.41207 -2.91001 5.10908 -0.052
C -4.28146 -1.60050 3.94427 -0.177
C -5.38087 -1.74684 2.87481 -0.206
C -6.61593 -1.01313 3.34614 -0.097
C -6.86466 0.29501 3.02414 -0.331
C -7.01346 1.35864 4.09695 -0.054
C -6.97753 0.70852 1.57194 -0.090
C -1.16542 -0.93982 0.32385 -0.087
C -2.53226 -0.30255 0.15985 -0.733
O -3.24393 -0.67389 -0.68667 0.026
I -3.28878 1.33901 1.35528 1.059
O -0.08069 0.54323 1.96187 -0.120
C 0.12415 1.51184 0.98657 -0.620
O 0.44077 2.66232 1.73721 -0.023
P 1.51841 1.13606 -0.27806 0.661
O 2.61384 2.31838 -0.02454 -0.337
Cl 0.53077 1.79316 -1.95699 0.278
H 0.39932 0.42705 4.23105 0.083
H 1.63865 0.31781 5.48720 0.073
H 0.80500 -1.13557 4.99507 0.073
H 4.17292 -0.29657 3.30535 0.053
H 2.92048 -1.85084 2.28687 0.118
H 2.64683 -0.31227 1.56327 0.083
H 2.99817 -2.95680 0.22151 0.103
H 3.06468 -1.29997 -0.38610 0.073
H 1.27864 -3.82172 -1.93661 0.019
H 3.37713 -3.25122 -2.44260 -0.010
H 0.68928 -1.86150 -3.32877 -0.074
H -0.33068 -4.86532 1.83835 0.072
H 1.14558 -4.88264 1.10682 0.080
H 1.85078 -3.59710 3.81282 0.122
H -0.70515 -1.51780 3.69329 0.083
H -1.89826 -0.43373 3.11148 0.073
H -1.67002 -3.43031 2.59345 0.092
H -2.84659 -2.48793 1.70520 0.115
H -3.73807 -3.60545 3.60234 0.133
H -1.98942 -2.00098 5.53718 0.068
H -1.55811 -3.55338 4.86746 0.081
H -3.01360 -3.46801 5.82755 0.083
H -4.77995 -1.77727 4.90554 0.118
H -3.87851 -0.58512 3.99121 0.092
H -5.60002 -2.82202 2.81366 0.109
H -5.05265 -1.43289 1.87978 0.085
H -7.31333 -1.58239 3.96282 0.107
H -7.95437 1.27614 4.65776 0.080
H -6.94289 2.34638 3.64325 0.069
H -6.20495 1.21798 4.81173 0.069
H -7.03801 1.79345 1.47123 0.068
H -6.10389 0.39966 0.98904 0.011
H -7.84500 0.22462 1.12557 0.080
H -1.33533 -1.99825 0.11258 0.146
H -0.58438 -0.59819 -0.53834 0.106
H -0.76313 1.75573 0.39031 0.012
H 0.28680 3.43655 1.18351 0.099
H 2.48021 3.09600 -0.58448 0.037
C -0.21132 -0.02101 9.48588 -0.166
C -1.45299 -0.88829 9.68849 -0.167
C -1.73929 -1.35397 8.26679 -0.216
O -0.47252 -1.42855 7.60685 -0.159
C 0.53012 -0.79327 8.40235 -0.201
H 0.38303 0.11423 10.38805 0.111
H -0.49987 0.96532 9.11646 0.114
H -1.21325 -1.74294 10.32474 0.113
H -2.29235 -0.35715 10.13453 0.111
H -2.36376 -0.63114 7.72949 0.118
H -2.22504 -2.32912 8.22436 0.113
H 1.17398 -1.56578 8.83678 0.119
H 1.14109 -0.15550 7.76353 0.104
C 5.56211 3.19854 -3.09751 -0.159
C 4.28123 2.63020 -3.70163 -0.164
C 3.53976 3.89694 -4.09983 -0.218
O 4.53409 4.86800 -4.42423 -0.141
C 5.81813 4.40009 -4.00034 -0.200
H 6.39000 2.49168 -3.08391 0.111
H 5.37976 3.53010 -2.07214 0.111
H 4.51870 2.03581 -4.58420 0.104
H 3.70974 2.00319 -3.01780 0.097
H 2.93711 4.28446 -3.26731 0.109
H 2.88400 3.75119 -4.95923 0.111
H 6.39466 4.11258 -4.88653 0.115
H 6.34337 5.21167 -3.49580 0.115
C 6.16523 -1.17162 -6.57168 -0.168
C 4.77754 -1.44595 -5.99260 -0.165
C 5.07471 -1.51432 -4.50178 -0.216
O 6.18074 -0.63543 -4.27054 -0.152
C 6.76250 -0.25009 -5.51590 -0.212
H 6.14822 -0.72094 -7.56286 0.111
H 6.73727 -2.10032 -6.62893 0.112
H 4.10849 -0.60917 -6.20378 0.113
H 4.31394 -2.35490 -6.37205 0.111
H 5.37097 -2.52691 -4.20123 0.110
H 4.22724 -1.20078 -3.88995 0.084
H 6.50398 0.79696 -5.71545 0.107
H 7.84795 -0.32844 -5.44280 0.116
C -2.61409 -2.62467 -5.55661 -0.167
C -3.63143 -2.26947 -4.47374 -0.162
C -2.99957 -2.89122 -3.23617 -0.195
O -1.58073 -2.83340 -3.43919 -0.165
C -1.30045 -2.48890 -4.79932 -0.222
H -2.66116 -1.98147 -6.43397 0.112
H -2.75907 -3.65723 -5.88206 0.113
H -3.69397 -1.18516 -4.35978 0.116
H -4.63277 -2.64944 -4.67007 0.112
H -3.29281 -3.94192 -3.12738 0.119
H -3.25056 -2.36479 -2.31875 0.090
H -0.93014 -1.45797 -4.82932 0.115
H -0.51765 -3.14695 -5.18099 0.117
C 0.83676 5.90391 -5.85926 -0.174
C 0.27572 7.29274 -6.15676 -0.168
C -1.03981 6.95084 -6.84573 -0.209
O -1.48095 5.71601 -6.28083 -0.142
C -0.42849 5.12844 -5.51473 -0.207
H 1.57348 5.88902 -5.05826 0.098
H 1.30155 5.48926 -6.75662 0.117
H 0.08605 7.82690 -5.22317 0.113
H 0.92837 7.90833 -6.77353 0.111
H -0.89720 6.81203 -7.92313 0.116
H -1.81103 7.70712 -6.69499 0.115
H -0.67379 5.22575 -4.45098 0.116
H -0.36041 4.06688 -5.75615 0.116
```

Output
LUMO energy = 0.02 eV
energy relative to the best compared isomer or geometry (same formula, charge and spin) = 0.0 kcal per mole
SMILES = [H]/N=C(/C)C[C@@](OC[PH2]=N)(B(N)O)[C@](CC[C@@H](C)CCC=C(C)C)(CC(=O)I)O[C@@H](O)P(O)Cl.C1CCOC1.C1CCOC1.C1CCOC1.C1CCOC1.C1CCOC1
F_max = 0.0366 Eh/bohr
HOMO energy = -7.30 eV
orbital gap = 0.26906 hartree